171
Properties=species:S:1:pos:R:3:forces:R:3:mulliken_charge:R:1 method="wB97M-V/def2-TZVPD" max_force_ev_per_a=5.9 e_above_lowest_ev=4.809 smiles="CCOC(=O)C(F)(F)F.CCOC(=O)C(F)(F)F.CCOC(=O)C(F)(F)F.CCOC(=O)C(F)(F)F.COCCOCCOC.COCCOCCOC.COCCOCCOC.COCCOCCOC.COCCOCCOC" gap_ev=9.4 e_tot_ev=-128851.0455
C 6.504177 6.682495 2.176480 -0.261 -0.141 -0.155 -1.104
C 7.463067 5.860505 2.987560 -0.648 -2.477 -0.399 -0.164
O 8.611417 6.541635 3.318570 4.172 1.184 1.699 -0.233
C 9.718707 5.870875 3.859900 -2.241 -3.813 -1.451 0.357
O 9.787487 4.621565 3.859600 0.085 4.406 0.448 -0.549
C 10.897127 6.819975 4.302320 -2.469 -0.680 -0.918 0.862
F 11.759317 6.824425 3.318480 0.975 0.347 -0.907 -0.233
F 10.377957 8.037405 4.459790 0.609 0.262 0.474 -0.237
F 11.502887 6.388245 5.377210 0.033 0.044 0.798 -0.224
H 5.538957 6.180415 2.242520 -0.220 0.333 0.271 0.334
H 6.741577 6.591495 1.116550 0.311 0.418 0.021 0.299
H 6.453547 7.728475 2.478900 -0.167 -0.131 0.016 0.316
H 7.703367 4.992925 2.373020 0.316 -0.185 -0.087 0.268
H 7.080257 5.388095 3.892200 -0.513 0.423 0.200 0.310
C 0.290807 2.703145 1.445970 0.092 -1.144 0.389 -1.087
C -0.809473 1.822525 2.015900 1.647 0.650 1.068 -0.215
O -2.012443 2.405875 1.662910 -3.193 0.393 -0.795 -0.228
C -2.557253 2.158725 0.481540 1.623 -1.332 -2.186 0.476
O -2.007173 1.506995 -0.429380 -2.058 1.916 2.616 -0.593
C -4.003233 2.831275 0.319760 1.586 -0.376 -0.172 0.776
F -4.461533 3.356855 1.442830 -0.187 -0.366 0.413 -0.222
F -3.951273 3.826615 -0.562400 0.201 0.065 -0.415 -0.253
F -4.820443 1.897565 -0.146170 -0.378 -0.058 0.159 -0.244
H 1.204777 2.322135 1.901600 0.389 0.121 -0.509 0.327
H 0.157237 3.719745 1.815810 -0.105 0.011 -0.339 0.290
H 0.253997 2.597165 0.361760 0.470 0.374 0.075 0.357
H -0.782563 1.974015 3.094990 -0.051 -0.410 0.135 0.258
H -0.755273 0.754595 1.804490 -0.029 0.141 -0.407 0.350
C -0.255613 -2.279705 5.097900 0.216 1.338 1.176 -1.021
C -0.905463 -1.853505 6.448390 -0.860 -1.011 -0.707 -0.288
O -2.104323 -0.983765 6.313120 -0.773 0.211 -0.872 -0.308
C -3.243333 -1.349985 5.658560 1.212 -5.676 -0.972 0.362
O -3.555833 -2.555665 5.377680 1.147 5.229 1.203 -0.562
C -4.112603 -0.175155 5.140270 0.275 0.759 1.746 0.865
F -3.471943 0.991735 5.432540 -0.807 -0.592 -0.282 -0.230
F -4.353593 -0.197645 3.846430 0.138 -0.322 -0.041 -0.213
F -5.293753 -0.218875 5.806510 0.713 0.256 -0.517 -0.254
H 0.344597 -1.448935 4.726890 -0.116 0.178 -0.140 0.249
H -0.934363 -2.572125 4.296720 -0.026 -0.424 0.448 0.374
H 0.490247 -3.014285 5.401530 -0.251 -0.461 -0.436 0.357
H -0.199193 -1.337815 7.099050 -0.250 0.603 -0.406 0.356
H -1.150043 -2.740415 7.032920 -0.569 -0.065 -0.238 0.321
C 0.705147 13.021835 4.316820 -0.261 -0.197 0.520 -1.058
C 1.018727 11.555075 4.617930 0.299 0.274 -1.739 -0.233
O -0.008423 10.704245 4.061520 -2.035 -0.820 0.268 -0.280
C 0.097977 9.947285 2.974170 2.594 1.814 -0.477 0.473
O 1.112637 9.893135 2.308270 -1.236 -0.523 0.365 -0.548
C -1.188673 9.247245 2.495570 -1.092 -1.909 3.519 0.810
F -2.219493 9.309615 3.413490 0.818 0.847 -0.632 -0.261
F -1.629503 9.708955 1.376520 0.010 0.143 -1.223 -0.213
F -0.959853 7.901005 2.478160 0.427 0.850 -1.046 -0.250
H 1.593727 13.607945 4.551370 -0.081 0.078 0.229 0.351
H -0.136513 13.338865 4.932600 0.073 0.236 -0.034 0.296
H 0.464717 13.245775 3.277520 0.035 -0.441 -0.060 0.316
H 1.023517 11.338775 5.686240 0.241 -0.012 -0.230 0.268
H 1.938167 11.324415 4.079860 0.213 -0.354 0.539 0.328
C 0.621577 3.637115 -8.162700 -0.832 -0.950 0.977 -0.694
O -0.355423 2.611955 -7.793720 0.746 0.429 0.158 -0.323
C 0.038487 1.860135 -6.631030 -0.244 0.839 -0.483 -0.399
C -1.012723 0.893015 -6.221120 -0.202 -2.935 -1.533 -0.610
O -1.041723 -0.220775 -7.206520 0.262 1.467 0.253 -0.273
C -2.160133 -1.047345 -7.140510 -0.457 -1.017 0.346 -0.594
C -2.013503 -2.154935 -8.200520 -0.180 0.944 0.969 -0.675
O -1.255313 -3.226705 -7.629790 -0.295 2.528 0.672 -0.172
C -0.804153 -4.196915 -8.493810 -1.164 -0.324 -0.471 -0.816
H 0.333097 4.142285 -9.084490 -0.228 -0.404 0.037 0.243
H 1.607157 3.183485 -8.267320 0.108 0.020 -0.099 0.289
H 0.641777 4.378525 -7.363950 0.192 0.152 0.060 0.292
H 0.142897 2.469985 -5.733660 0.278 0.724 -0.036 0.393
H 0.996977 1.371615 -6.806360 0.046 -0.242 -0.075 0.307
H -2.018253 1.301675 -6.121120 0.073 0.299 -0.033 0.355
H -0.720953 0.351275 -5.321410 0.003 0.606 0.553 0.321
H -3.100183 -0.504555 -7.239440 -0.136 0.345 -0.564 0.410
H -2.276323 -1.529265 -6.169760 0.329 -0.200 0.420 0.342
H -1.601453 -1.567875 -9.021300 0.924 -0.706 -0.459 0.328
H -2.992973 -2.467705 -8.562320 -0.210 -0.477 0.223 0.411
H -0.233283 -3.794465 -9.330610 0.613 -0.106 0.160 0.302
H -1.718403 -4.601375 -8.928150 0.077 -0.877 -0.416 0.348
H -0.319253 -4.923365 -7.841690 0.324 -0.127 -0.619 0.214
C 0.358267 4.084875 6.579770 0.327 0.240 0.166 -0.726
O 1.771497 4.254365 6.363710 -0.777 -0.356 0.557 -0.268
C 2.617857 3.832325 7.459380 -0.454 -0.454 -1.307 -0.744
C 3.157977 2.397455 7.200450 1.467 1.189 -0.682 -0.117
O 4.154067 2.513515 6.106770 -1.446 0.538 0.369 -0.364
C 4.561977 1.343535 5.418540 0.073 -0.141 1.843 -0.485
C 5.441157 0.527315 6.390580 0.116 -1.514 -0.414 -0.599
O 4.696667 -0.417445 7.217570 0.765 1.198 -0.218 -0.228
C 5.569237 -1.254585 7.964020 -0.625 -0.686 -0.122 -0.814
H 0.058977 3.110375 6.965620 0.374 -0.291 0.123 0.289
H -0.214973 4.219645 5.662520 0.533 0.070 -0.307 0.217
H -0.027613 4.837135 7.267730 0.117 0.122 0.256 0.325
H 2.128767 3.922525 8.429300 -0.417 -0.347 0.031 0.391
H 3.405917 4.584145 7.502130 0.391 -0.377 -0.220 0.318
H 2.389687 1.661225 6.964280 -0.162 0.149 -0.170 0.212
H 3.682277 2.075935 8.100360 0.039 -0.229 0.098 0.277
H 5.093857 1.641315 4.514910 0.417 0.270 0.344 0.321
H 3.725437 0.769005 5.020790 -0.305 -0.317 0.386 0.227
H 6.076687 1.132595 7.036980 -0.372 0.601 0.047 0.359
H 6.170017 -0.061175 5.833320 0.045 -0.264 -0.424 0.535
H 6.378097 -0.834595 8.561890 -0.132 0.982 -0.094 0.313
H 6.065537 -1.969845 7.308130 -0.064 -0.228 -0.205 0.326
H 4.924097 -1.783835 8.665300 0.063 -0.164 -0.095 0.234
C 5.084157 -0.259575 -1.473110 0.395 0.540 0.905 -0.623
O 4.213237 -0.950245 -0.604760 -0.883 -1.081 -0.090 -0.381
C 3.583357 -2.153525 -1.093450 0.385 0.976 -1.293 -0.543
C 3.101327 -2.025575 -2.572570 0.391 -0.667 0.664 -0.575
O 4.148847 -2.067195 -3.509390 1.458 -0.413 1.712 -0.370
C 3.864347 -1.704395 -4.801550 -0.779 0.647 -0.391 -0.548
C 3.225947 -2.801605 -5.622970 0.851 -0.429 -0.856 -0.406
O 4.078187 -3.939635 -5.802820 0.211 0.285 -0.096 -0.430
C 3.829187 -4.913375 -4.823490 -0.060 -0.053 0.396 -0.504
H 5.889427 -0.825015 -1.942040 -0.353 -0.529 -0.156 0.265
H 5.592897 0.395695 -0.766080 0.008 0.471 -0.293 0.259
H 4.534397 0.329115 -2.207490 0.093 -0.017 -0.177 0.250
H 2.665697 -2.336885 -0.534540 0.136 0.223 0.331 0.307
H 4.275877 -2.974205 -0.906340 -0.032 -0.275 -0.399 0.316
H 2.548257 -1.088545 -2.637230 -0.198 0.185 -0.170 0.456
H 2.448197 -2.868035 -2.800150 -0.499 -0.029 0.271 0.461
H 4.768237 -1.304875 -5.261410 0.222 -0.455 -0.089 0.353
H 3.198947 -0.842875 -4.745580 -0.521 0.252 -0.400 0.380
H 3.100087 -2.416375 -6.634840 -0.401 0.129 0.002 0.330
H 2.277067 -3.159425 -5.223360 -0.234 0.301 0.051 0.285
H 4.409667 -5.825675 -4.960790 0.160 0.206 -0.492 0.350
H 2.772617 -5.174835 -4.881770 -0.209 -0.230 0.355 0.229
H 4.092897 -4.524105 -3.840120 -0.217 -0.058 0.228 0.145
C 0.244597 -7.227495 3.149880 -0.322 0.178 0.981 -0.824
O 0.484037 -6.640605 1.890320 0.563 -0.104 -0.330 -0.215
C 1.015347 -7.553865 0.938210 0.644 0.178 -1.100 -0.600
C 1.595667 -6.912115 -0.379700 -0.975 1.184 0.856 -0.721
O 0.700157 -6.025785 -1.040930 -0.569 0.118 0.365 -0.044
C -0.523463 -6.582645 -1.480970 -0.592 0.267 -1.110 -0.578
C -1.449583 -5.502755 -2.144570 0.932 -0.455 0.977 -0.649
O -2.202513 -4.739585 -1.209750 -0.397 -1.094 -0.392 -0.380
C -1.512373 -4.036115 -0.212530 0.390 0.419 0.082 -0.430
H 1.067677 -7.282495 3.862350 1.000 0.032 -0.578 0.311
H -0.154873 -8.241595 3.138240 -0.299 -0.045 -0.511 0.332
H -0.426293 -6.589935 3.725650 -0.492 0.068 -0.510 0.263
H 0.233517 -8.260575 0.660000 -0.035 -0.258 0.049 0.378
H 1.874787 -8.096475 1.331950 -0.014 -0.262 0.365 0.437
H 1.969897 -7.642405 -1.097150 -0.230 -0.666 0.215 0.411
H 2.442307 -6.257325 -0.173400 0.063 -0.118 0.405 0.265
H -1.129003 -7.124835 -0.754700 0.158 0.358 0.769 0.279
H -0.296043 -7.362425 -2.207820 0.056 -0.061 -0.560 0.489
H -2.151873 -6.003285 -2.811180 -0.224 -0.091 0.322 0.361
H -0.858673 -4.867365 -2.804270 0.341 0.318 0.126 0.302
H -0.813583 -3.358505 -0.703080 0.007 0.522 0.180 0.271
H -0.920363 -4.590985 0.515300 0.009 -0.780 -0.276 0.116
H -2.267703 -3.532125 0.390440 0.008 0.347 -0.343 0.224
C -8.840163 -0.100845 -4.785530 0.588 0.560 -0.466 -0.739
O -8.796103 -1.497855 -4.806580 0.658 -1.072 0.970 -0.275
C -7.835803 -2.121065 -3.905420 -1.110 -0.677 -0.710 -0.559
C -7.803783 -3.667295 -4.134380 0.590 1.287 0.130 -0.517
O -9.033043 -4.287285 -4.045420 -1.860 -1.483 0.067 -0.231
C -8.997713 -5.727845 -4.057840 1.125 -1.015 0.622 -0.656
C -10.299933 -6.557945 -3.844320 -0.309 2.234 -0.848 -0.551
O -11.248613 -6.056445 -4.812530 0.697 0.086 0.163 -0.269
C -12.289383 -6.940755 -5.027740 -1.457 -0.692 0.674 -0.815
H -7.890953 0.281435 -5.160990 0.219 0.307 -0.028 0.288
H -9.033763 0.397865 -3.835840 -0.011 -0.463 0.521 0.297
H -9.615103 0.261945 -5.460760 -0.071 -0.396 -0.111 0.253
H -8.037113 -1.845255 -2.870280 -0.446 -0.133 0.131 0.361
H -6.794893 -1.838335 -4.062470 0.115 0.496 -0.504 0.360
H -7.116113 -4.041495 -3.375980 0.250 -0.208 0.247 0.332
H -7.329323 -3.828165 -5.102420 -0.046 -0.159 -0.328 0.314
H -8.297243 -6.076435 -3.298940 -0.044 0.208 0.968 0.426
H -8.440153 -6.175045 -4.880780 -0.432 0.651 -1.143 0.367
H -10.664243 -6.450835 -2.822610 -0.344 0.446 0.115 0.318
H -10.189043 -7.636835 -3.952940 0.716 -0.038 -0.436 0.399
H -13.179713 -6.577085 -5.540760 0.605 0.978 -0.641 0.281
H -12.776253 -7.164935 -4.078630 0.239 -0.687 0.473 0.316
H -12.012443 -7.852365 -5.557240 0.341 -0.227 0.136 0.300